C36H47BIrN8S3 | the ωB97M-V functional and the def2-TZVPD basis

Structure (XYZ):
```
96
Properties=species:S:1:pos:R:3:forces:R:3
Ir 0.78229 1.51058 -1.89564 -1.1 0.5 1.1
C -4.30126 1.97024 -0.84977 -2.2 -0.1 -0.3
C -3.24008 1.41569 0.02131 1.2 0.6 -0.6
C -3.33974 1.36250 1.37799 0.8 -0.7 -0.3
C -2.35636 0.71152 2.19158 -1.0 1.9 -0.4
N -1.22938 0.29874 1.71148 0.5 -0.5 -2.2
N -1.08634 0.43051 0.33793 0.4 -0.2 0.7
B 0.25793 -0.13780 -0.14182 -0.1 0.7 -0.2
N 1.33121 0.18957 0.91957 1.7 -0.1 -1.0
N 1.96715 -0.85830 1.50610 -1.6 1.6 0.0
C 2.80746 -0.56547 2.48382 1.4 -0.4 -0.1
C 3.16533 0.76680 2.84561 -1.8 -0.1 0.5
C 2.51776 1.83388 2.23389 1.0 -0.7 0.1
C 2.79730 3.23716 2.71102 -0.2 -0.9 1.4
C 1.73945 1.47734 1.07627 0.2 0.3 1.1
S 1.37546 2.73057 -0.07530 -0.6 -0.2 1.4
C 3.43283 -1.78681 3.13959 -1.0 0.9 0.9
C 4.89719 -1.57229 3.54396 -0.2 0.3 -0.3
C 2.54164 -2.09831 4.38654 1.3 -1.3 -0.1
C 3.30886 -2.93659 2.19685 -0.6 -0.3 -0.4
N 0.31718 -1.47323 -0.90328 -0.5 1.5 1.5
N -0.60318 -2.43263 -0.54203 1.6 1.5 -1.3
C -0.46765 -3.52367 -1.24907 1.0 -1.5 -0.3
C 0.72003 -3.79340 -2.05083 -0.9 0.7 0.3
C 1.68729 -2.79994 -2.28720 -1.7 -2.1 -0.6
C 2.85430 -3.04161 -3.18296 1.1 0.5 2.0
C 1.29520 -1.55944 -1.79638 1.1 0.0 0.2
S 2.18424 -0.07057 -2.27949 0.6 -3.1 0.3
C -1.57646 -4.55289 -1.12053 0.1 0.5 0.7
C -2.58458 -3.95050 -0.10692 0.0 -0.2 -0.8
C -2.15146 -4.74106 -2.54978 1.5 2.2 0.1
C -1.08141 -5.89813 -0.59841 0.4 0.0 1.4
C -1.95348 1.00665 -0.51317 -1.1 -1.0 1.4
S -1.49710 1.10287 -2.18022 -0.1 0.3 0.1
C -2.60949 0.73047 3.64495 1.3 0.2 1.2
C -1.54538 -0.16645 4.32934 -0.8 0.3 1.3
C -2.57505 2.23013 4.13687 -0.9 -0.9 1.2
C -3.96019 0.14465 3.90801 -1.1 0.0 0.6
H -5.31085 1.90408 -0.33455 1.2 -0.2 -0.5
H -4.37776 1.40115 -1.79037 0.0 0.1 0.4
H -4.27930 3.02477 -1.14740 0.7 -0.1 0.3
H -4.15118 1.81078 1.90185 -0.7 0.1 0.0
H 3.75025 0.89139 3.76545 0.1 0.1 -0.6
H 3.38775 3.18660 3.66273 -0.4 0.1 -1.0
H 1.90737 3.82022 2.93269 -0.3 -0.2 -0.1
H 3.33380 3.77850 1.98639 0.9 0.8 -0.9
H 4.98394 -1.06110 4.51522 0.1 -0.1 -0.4
H 5.34907 -0.96444 2.74110 0.4 -0.3 0.5
H 5.39816 -2.55607 3.60309 -0.1 0.6 0.0
H 2.60213 -1.35692 5.14352 0.1 0.9 0.6
H 2.97979 -3.02706 4.85297 -0.7 0.8 -0.5
H 1.50360 -2.23850 4.13273 -0.3 -0.3 -0.2
H 3.89200 -2.73454 1.28394 -0.2 -0.5 0.2
H 2.23856 -3.12043 1.97524 0.7 -0.1 -0.1
H 3.67277 -3.75774 2.78689 0.4 -0.8 -0.4
H 0.69519 -4.80317 -2.50260 0.6 0.7 0.2
H 3.02084 -2.12813 -3.76100 0.2 -0.5 -0.4
H 2.66659 -3.94360 -3.73445 0.2 -0.1 -0.6
H 3.77368 -3.20645 -2.50815 -1.2 0.2 -1.1
H -3.06378 -3.05605 -0.49024 -0.2 0.1 -0.2
H -2.22484 -3.69650 0.88976 0.5 -0.3 -0.2
H -3.31040 -4.71358 -0.00791 -1.1 -0.6 0.3
H -2.37071 -3.72243 -2.91602 0.2 -0.3 -0.3
H -3.07448 -5.21686 -2.60745 -1.5 -1.3 0.3
H -1.42980 -5.23001 -3.22184 -0.3 0.1 0.2
H -0.37132 -5.81927 0.25786 -0.7 0.2 -0.3
H -0.53249 -6.44612 -1.33606 0.1 -0.5 -0.6
H -1.94952 -6.49074 -0.25636 0.5 0.2 -0.3
H -0.59371 0.33472 4.38154 0.5 0.2 0.0
H -1.40672 -1.09011 3.77649 -0.1 -0.2 0.0
H -1.85552 -0.41041 5.38736 0.3 0.3 -1.2
H -1.63931 2.73067 4.08845 1.1 0.3 -0.7
H -2.74620 2.25113 5.23314 -0.3 -0.4 -0.5
H -3.36703 2.85530 3.71310 0.1 -0.2 -0.1
H -4.01383 -0.85594 3.55266 -0.1 -0.9 -0.8
H -4.80175 0.72561 3.50923 0.2 -0.2 0.2
H -4.12051 -0.01112 4.97016 0.0 0.5 0.3
N 1.05876 4.92467 -1.91731 -2.0 0.1 -2.9
C 0.09492 4.84207 -2.95367 2.0 -0.1 1.5
C -0.72095 5.94440 -3.29924 0.0 -0.5 -1.0
C -1.43623 5.95477 -4.49935 -0.1 1.1 2.2
C -1.36993 4.88263 -5.32164 0.7 -0.6 -0.5
C -0.42802 3.84242 -5.12322 0.9 -0.7 0.6
C -0.05777 2.93474 -6.15043 -1.2 -0.2 0.7
C 0.81931 1.91757 -5.87792 0.4 0.0 -1.0
C 1.49904 1.94951 -4.69614 -0.2 0.2 2.2
N 1.09202 2.65954 -3.59794 -0.5 2.2 -2.6
C 0.18541 3.70760 -3.85374 0.9 -0.8 -0.6
H 1.20267 5.86435 -1.56639 0.1 0.0 0.3
H 1.89930 4.40148 -2.16056 0.0 0.2 0.4
H -0.68268 6.84037 -2.73382 0.0 0.6 0.8
H -2.05035 6.82850 -4.69965 0.0 -0.2 -0.2
H -1.98579 4.83499 -6.16857 -0.7 0.0 -1.3
H -0.54957 3.01619 -7.09720 -0.2 0.0 -0.5
H 1.06666 1.06887 -6.51891 -0.1 0.7 -0.4
H 2.37718 1.33697 -4.57342 -0.1 -0.4 0.3
```
Forces are in eV/Å.

Properties
* LUMO energy (alpha / beta): -11.97 / -14.63 eV
* E_HOMO (alpha / beta): -18.841 / -19.273 eV
* 2S+1: 6
* expectation value of S²: 8.812
* total charge: +4

---

C36H47Cl2N3OPReSe2Si4Te | the ωB97M-V functional and the def2-TZVPD basis

Structure (XYZ):
```
98
Properties=species:S:1:pos:R:3:forces:R:3
Re -0.99820 -0.24205 1.33021 -5.3 -2.9 0.2
Se -1.24356 1.28066 4.84233 0.0 -0.1 0.3
P -0.60917 2.65403 3.36852 -1.0 0.7 1.3
Se 0.15108 1.73565 1.61029 2.3 4.3 1.2
C -1.92770 3.84362 2.95041 0.0 -0.1 0.0
C -2.44088 4.63151 3.97963 0.0 0.0 -0.2
C -3.50092 5.48336 3.72419 0.0 0.0 0.1
C -4.05525 5.54129 2.45085 -0.1 0.1 -0.1
C -3.53837 4.76812 1.42563 0.0 -0.1 0.1
C -2.46387 3.92255 1.67502 -0.1 0.0 -0.1
C 0.71933 3.78254 3.89815 0.1 -0.2 -0.1
C 1.26292 4.66237 2.96470 0.1 0.1 0.1
C 2.30895 5.49414 3.33123 -0.1 0.0 -0.1
C 2.80526 5.45428 4.62716 0.1 0.0 0.2
C 2.25747 4.58502 5.55954 0.0 0.0 -0.1
C 1.21805 3.74194 5.19191 0.0 0.0 0.0
H -2.01123 4.55585 4.97181 -0.1 0.0 0.0
H -3.91076 6.08851 4.52395 0.0 0.0 0.0
H -4.90493 6.18680 2.26206 0.0 0.0 0.0
H -3.98059 4.78598 0.43748 0.0 0.1 0.0
H -2.06515 3.31694 0.87217 0.0 -0.1 0.0
H 0.88331 4.68807 1.95016 0.0 0.0 0.0
H 2.73534 6.16999 2.60058 0.0 0.0 0.0
H 3.62635 6.09877 4.91760 0.0 0.0 0.0
H 2.63931 4.55849 6.57251 0.0 0.0 0.0
H 0.78677 3.04442 5.90101 0.0 0.0 0.0
O -2.00884 -2.03207 1.09159 0.1 0.1 -0.1
C -1.72089 -3.28157 1.29226 0.2 -0.2 0.1
C -2.55334 -4.26379 0.70706 0.0 0.1 0.0
C -2.30395 -5.60502 0.86160 0.0 0.1 0.0
C -1.22166 -6.04035 1.62891 0.0 -0.2 0.0
C -0.41204 -5.10758 2.23451 0.0 0.1 0.0
C -0.62800 -3.73131 2.07985 -0.3 -0.1 -0.2
C 0.26992 -2.77332 2.69033 0.2 0.3 0.0
N 0.36552 -1.46653 2.43566 0.4 -0.4 0.5
C 1.42724 -0.98961 3.17590 0.3 0.0 0.1
C 1.96932 -1.99703 3.89432 0.0 0.1 -0.1
N 1.22957 -3.11400 3.58481 -0.1 0.0 -0.1
H -3.38655 -3.90961 0.11398 0.0 0.0 0.0
H -2.95235 -6.32634 0.37899 0.0 0.0 0.0
H -1.02008 -7.09822 1.73569 0.0 0.0 0.0
H 0.42679 -5.45268 2.82888 0.0 -0.1 -0.1
H 1.74285 0.03644 3.12959 -0.2 0.1 0.0
H 2.79197 -2.00529 4.58532 0.0 -0.1 0.0
H 1.36622 -4.03518 3.95366 0.0 0.0 0.0
Cl -2.81472 0.29494 -2.00401 0.1 0.0 -0.2
C -4.09287 0.76757 -0.93702 0.1 0.1 0.7
C -5.32136 1.10062 -1.46050 -0.1 0.0 0.0
C -6.37620 1.44097 -0.62224 -0.1 0.0 0.0
C -6.18564 1.42413 0.75395 0.0 0.0 -0.1
C -4.95341 1.10899 1.27820 0.1 -0.1 0.1
Cl -4.75037 1.06134 3.00721 0.0 0.1 -0.1
C -3.81757 0.79210 0.47488 -0.4 0.2 -0.3
N -2.62419 0.59063 0.99774 1.2 -0.6 0.2
H -5.45348 1.08600 -2.53483 0.0 0.0 0.0
H -7.34287 1.69963 -1.03315 0.0 0.0 0.0
H -7.00231 1.66036 1.42345 0.0 0.0 0.0
C 3.01721 -3.18155 -0.30161 -0.2 0.2 -0.3
Si 2.22014 -3.19978 -2.03806 0.3 -0.7 0.6
C 3.51344 -3.83952 -3.28750 -0.3 0.4 0.0
C 0.82027 -4.49160 -1.96323 0.0 0.6 -0.1
Si 1.41744 -1.01224 -2.43091 0.7 -1.0 -1.1
Te 0.70297 0.19954 -0.46801 1.9 -0.6 -3.1
Si 0.23176 -1.08912 -4.45793 -0.7 0.2 -0.7
C 1.29958 -1.74157 -5.90233 0.1 0.1 0.5
C -1.32489 -2.19111 -4.43324 0.3 0.2 0.4
C -0.32052 0.69147 -4.87247 0.2 -0.3 0.3
Si 3.31080 0.39523 -2.72600 0.8 0.0 -0.5
C 4.30181 -0.03978 -4.30806 -0.4 0.0 0.2
C 2.88787 2.24031 -2.83623 -0.2 -0.4 0.2
C 4.55232 0.13777 -1.30707 -0.5 0.0 0.0
H 2.85835 -4.10440 0.25893 0.0 -0.1 -0.1
H 2.54773 -2.36034 0.25026 0.0 -0.1 0.1
H 4.08890 -2.97638 -0.33634 0.0 0.0 0.0
H 3.72532 -4.90153 -3.15331 -0.1 0.0 0.1
H 4.45095 -3.28870 -3.18415 0.0 0.0 0.0
H 3.15468 -3.68580 -4.30807 0.1 -0.1 0.0
H 1.17081 -5.47006 -1.63062 0.1 0.0 0.0
H 0.33554 -4.61239 -2.93481 0.0 0.0 0.0
H 0.05662 -4.14941 -1.25864 0.0 -0.1 0.0
H 1.40533 -2.82718 -5.84485 0.0 0.0 0.0
H 2.30207 -1.31093 -5.85883 0.0 0.0 -0.1
H 0.85776 -1.49717 -6.86979 -0.1 0.1 0.0
H -1.06396 -3.25086 -4.46597 0.0 0.0 0.0
H -1.99307 -1.97700 -5.26915 0.1 0.1 -0.1
H -1.88032 -2.01641 -3.50927 -0.1 0.0 0.0
H 0.39160 1.19780 -5.52753 0.0 0.0 0.0
H -0.36909 1.25009 -3.93377 -0.1 0.1 -0.1
H -1.30626 0.72657 -5.33770 0.0 -0.1 0.0
H 3.79231 0.31723 -5.20585 0.0 0.0 0.0
H 4.42420 -1.12117 -4.39917 0.1 0.0 0.0
H 5.29163 0.42027 -4.27473 0.0 0.0 0.0
H 2.30377 2.46577 -3.73007 0.0 0.0 0.0
H 3.78625 2.85984 -2.83763 0.1 -0.1 0.0
H 2.28393 2.50217 -1.96433 0.0 0.1 0.0
H 5.06004 -0.82549 -1.38009 0.0 0.0 0.0
H 3.99966 0.16192 -0.36453 0.1 0.0 0.1
H 5.30480 0.92840 -1.28308 0.0 0.0 -0.1
```
Forces are in eV/Å.

Properties
* LUMO energy (alpha / beta): 2.27 / 1.76 eV
* E_HOMO (alpha / beta): -3.542 / -4.417 eV
* 2S+1: 4
* expectation value of S²: 3.786
* total charge: -1